One molecule with the formula C5H8O2. Source: the OMol25 dataset; level of theory: wB97M-V/def2-TZVPD.

CARTESIAN COORDINATES (ANGSTROEM)
C 0.1930 -1.6867 0.2188
C 1.1564 -0.5246 0.2913
O 1.2706 0.4668 -0.6956
C 0.0150 0.9109 -1.1702
C -0.9344 1.2727 -0.0451
O -1.1232 0.2850 0.9499
C -0.0337 -0.5584 1.1979
H -0.5205 -1.7207 -0.5992
H 0.5058 -2.6623 0.5822
H 2.1344 -0.7321 0.7191
H -0.3956 0.1729 -1.8713
H 0.1206 1.8406 -1.7405
H -0.5895 2.2073 0.4170
H -1.9032 1.4695 -0.5169
H 0.1043 -0.7409 2.2625

The spin multiplicity is 1. The calculation puts the calculated total energy at -345.72104 Eh. As for the energy above the lowest of the compared OMol25 structures with the same formula, charge and spin: 52.66 kcal per mole. The calculation puts the LUMO energy at 1.040 eV.

Let us look at the Mulliken charges, expressed in e, one per atom: atom 1 (C): -0.6204, atom 2 (C): -0.1158, atom 3 (O): -0.4217, atom 4 (C): -0.5008, atom 5 (C): -0.4022, atom 6 (O): -0.4006, atom 7 (C): -0.0031, atom 8 (H): 0.2043, atom 9 (H): 0.2857, atom 10 (H): 0.3353, atom 11 (H): 0.2828, atom 12 (H): 0.3618, atom 13 (H): 0.3105, atom 14 (H): 0.3253, atom 15 (H): 0.3589

C33H42FeN3O3Si as an isolated structure. Source: the OMol25 dataset; level of theory: wB97M-V/def2-TZVPD.

CARTESIAN COORDINATES (ANGSTROEM)
Fe 0.1328 -0.3054 -0.1814
N -0.1936 1.8812 0.0173
C 1.1233 2.5135 -0.1730
C 2.1366 1.7163 0.6529
O 3.0000 2.3447 1.3101
N 1.8810 0.4272 0.6110
C 2.2820 -0.3567 1.7502
C 1.0160 -0.8643 2.4657
O 1.1476 -1.4569 3.5509
O -0.0950 -0.6260 1.8809
H -0.4898 1.9997 0.9816
H -0.8923 2.2989 -0.5868
H 1.3746 2.4784 -1.2322
H 1.1575 3.5530 0.1660
H 2.8715 -1.2278 1.4526
H 2.8791 0.2152 2.4660
C 0.3876 0.1557 -2.2915
Si -1.1423 -0.4917 -2.9706
C -2.5509 -0.0268 -1.7779
N -2.2929 -0.4107 -0.3902
C -2.7481 -1.7892 -0.1581
C -2.9876 -2.0450 1.3147
C -4.1714 -1.2081 1.8302
C -4.2711 0.1029 1.0400
C -2.8701 0.5171 0.6035
C -1.8339 0.3665 -4.5597
C -1.1757 1.4472 -5.1476
C -1.6806 2.0870 -6.2756
C -2.8694 1.6555 -6.8461
C -3.5453 0.5801 -6.2822
C -3.0279 -0.0511 -5.1581
C -1.1554 -2.3038 -3.5356
C -2.2057 -3.1918 -3.2951
C -2.1991 -4.4851 -3.8076
C -1.1399 -4.9166 -4.5923
C -0.0900 -4.0457 -4.8573
C -0.1018 -2.7619 -4.3334
H 0.4843 1.2305 -2.4961
H 1.3008 -0.3391 -2.6295
H -3.5705 -0.3044 -2.1062
H -2.5089 1.0692 -1.8493
H -1.9814 -2.4574 -0.5527
H -3.6868 -1.9728 -0.7188
H -2.0744 -1.7797 1.8505
H -3.1638 -3.1075 1.4727
H -4.0121 -0.9842 2.8891
H -5.1115 -1.7661 1.7581
H -4.7432 0.8915 1.6337
H -4.8901 -0.0322 0.1457
H -2.2065 0.5265 1.4737
H -2.8775 1.5180 0.1689
H -0.2417 1.7840 -4.7091
H -1.1432 2.9228 -6.7111
H -3.2661 2.1506 -7.7257
H -4.4727 0.2312 -6.7239
H -3.5595 -0.9013 -4.7408
H -3.0394 -2.8770 -2.6785
H -3.0192 -5.1591 -3.5846
H -1.1258 -5.9269 -4.9854
H 0.7485 -4.3764 -5.4603
H 0.7346 -2.0985 -4.5276
C 2.0971 -3.7330 0.6592
C 0.7684 -3.6149 -0.1188
C 0.9315 -4.5308 -1.3493
C 0.5747 -2.1717 -0.6299
C -0.3530 -4.1753 0.7689
C -1.3559 -4.9917 0.2394
C -2.3048 -5.6092 1.0481
C -2.2780 -5.4254 2.4219
C -1.3176 -4.5780 2.9613
C -0.3798 -3.9551 2.1505
H 2.9053 -3.3312 0.0440
H 2.3163 -4.7844 0.8919
H 2.0845 -3.1794 1.5950
H 1.8457 -4.2424 -1.8729
H 0.1096 -4.4062 -2.0538
H 1.0050 -5.5889 -1.0682
H 1.2836 -2.1164 -1.4772
H -1.3983 -5.1630 -0.8290
H -3.0623 -6.2423 0.5969
H -3.0072 -5.9140 3.0592
H -1.3010 -4.3804 4.0273
H 0.3228 -3.2749 2.6159

Its expectation value of S² is 1.118. The spin multiplicity is 2. The calculation puts the calculated total energy at -3225.85528 Eh. The net charge is -2. As for the energy above the lowest of the compared OMol25 structures with the same formula, charge and spin: 0.24 kcal per mole. The calculation puts the LUMO energy (alpha / beta) at 4.380 / 4.378 eV.

Let us look at the Mulliken charges, expressed in e, one per atom: atom 1 (Fe): 0.4247, atom 2 (N): -0.4923, atom 3 (C): -0.7194, atom 4 (C): 0.5795, atom 5 (O): -0.8831, atom 6 (N): -0.1942, atom 7 (C): -1.1546, atom 8 (C): 0.5423, atom 9 (O): -0.8689, atom 10 (O): -0.6306, atom 11 (H): 0.2323, atom 12 (H): 0.2411, atom 13 (H): 0.2807, atom 14 (H): 0.3772, atom 15 (H): 0.0430, atom 16 (H): 0.5493, atom 17 (C): -0.5569, atom 18 (Si): -0.8497, atom 19 (C): -1.2994, atom 20 (N): 1.3742, atom 21 (C): 0.3948, atom 22 (C): -0.0315, atom 23 (C): -0.9348, atom 24 (C): -1.0612, atom 25 (C): -0.9187, atom 26 (C): 0.4861, atom 27 (C): -0.4214, atom 28 (C): -0.6577, atom 29 (C): -0.3728, atom 30 (C): -0.6941, atom 31 (C): -0.3157, atom 32 (C): 0.8871, atom 33 (C): 0.4747, atom 34 (C): -0.6860, atom 35 (C): -0.4753, atom 36 (C): -0.7031, atom 37 (C): -0.4320, atom 38 (H): -0.1626, atom 39 (H): 0.3995, atom 40 (H): 0.3456, atom 41 (H): 0.5979, atom 42 (H): -0.5167, atom 43 (H): 0.1690, atom 44 (H): -0.2449, atom 45 (H): 0.1080, atom 46 (H): 0.3744, atom 47 (H): 0.3612, atom 48 (H): 0.4789, atom 49 (H): 0.2454, atom 50 (H): 0.1289, atom 51 (H): 0.6156, atom 52 (H): 0.3545, atom 53 (H): 0.3743, atom 54 (H): 0.3419, atom 55 (H): 0.3756, atom 56 (H): 0.2696, atom 57 (H): 0.1460, atom 58 (H): 0.3805, atom 59 (H): 0.3246, atom 60 (H): 0.3714, atom 61 (H): 0.2849, atom 62 (C): -2.1370, atom 63 (C): 3.7435, atom 64 (C): -1.9196, atom 65 (C): -1.2894, atom 66 (C): 0.3110, atom 67 (C): -0.0220, atom 68 (C): -0.9904, atom 69 (C): -0.4878, atom 70 (C): -0.8887, atom 71 (C): -0.1162, atom 72 (H): 0.3868, atom 73 (H): 0.4341, atom 74 (H): 0.3983, atom 75 (H): 0.5223, atom 76 (H): -0.0045, atom 77 (H): 0.4174, atom 78 (H): 0.3435, atom 79 (H): 0.3921, atom 80 (H): 0.3357, atom 81 (H): 0.3423, atom 82 (H): 0.4074, atom 83 (H): 0.1640

One molecule with the formula C4H9NO. Source: the OMol25 dataset; level of theory: wB97M-V/def2-TZVPD.

CARTESIAN COORDINATES (ANGSTROEM)
C -1.3759 0.2677 1.2373
C -1.0400 -0.6460 -1.6021
N 0.1892 -0.2888 -1.1796
C 0.6605 -0.3168 0.0529
O -0.2522 -0.6664 1.0122
C 1.9604 0.3320 0.4163
H -2.2643 0.1675 0.5866
H -1.0826 1.3272 1.1883
H -1.6865 0.0534 2.2569
H -1.6099 -1.3227 -0.9816
H -1.2359 -0.5714 -2.6556
H 0.8041 0.1334 -1.8700
H 2.5687 0.5368 -0.4766
H 2.5618 -0.2977 1.0818
H 1.8028 1.2917 0.9332

The spin multiplicity is 1. The calculation puts the calculated total energy at -287.69453 Eh. As for the energy above the lowest of the compared OMol25 structures with the same formula, charge and spin: 86.54 kcal per mole. The calculation puts the LUMO energy (alpha / beta) at 0.927 / 0.927 eV.

Let us look at the Mulliken charges, expressed in e, one per atom: atom 1 (C): -0.6996, atom 2 (C): -0.7907, atom 3 (N): -0.0939, atom 4 (C): 0.4810, atom 5 (O): -0.4191, atom 6 (C): -0.9394, atom 7 (H): 0.2836, atom 8 (H): 0.2801, atom 9 (H): 0.2671, atom 10 (H): 0.2868, atom 11 (H): 0.2922, atom 12 (H): 0.2103, atom 13 (H): 0.3204, atom 14 (H): 0.2694, atom 15 (H): 0.2517